Molecular formula: C36H99KN9O13S
Method: DFT, wB97M-V/def2-TZVPD

Output
Net charge: -1
Highest occupied orbital energy, eV: -5.45
Frontier orbital gap, eV: 7.29

Geometry as XYZ:
```
159
Properties=species:S:1:pos:R:3:forces:R:3
K -0.908 1.499 0.422 -0.0724 -0.2271 0.0991
S 0.249 -1.571 -0.016 -2.8405 -1.4112 1.9668
O 1.025 -2.293 -1.030 0.3624 0.3221 -0.1862
O 1.148 -0.718 0.835 -1.2183 0.3674 -0.9813
O -0.920 -0.803 -0.622 2.0593 0.0545 -0.1019
O -0.494 -2.559 0.903 1.6976 0.9498 -0.7597
C 2.996 1.098 -1.705 -0.8970 0.2613 1.2545
C 2.415 2.080 -0.623 2.9853 0.4519 -2.2505
C 3.519 3.121 -0.283 -1.6376 0.2216 -0.6822
O 2.933 4.074 0.639 1.4748 -1.2875 -0.0421
C 3.937 4.992 1.003 -1.1352 0.6998 -2.3941
N 1.182 2.680 -1.103 -0.3621 -0.5843 0.7567
H 3.989 0.739 -1.473 0.3156 -0.0520 0.2619
H 3.030 1.649 -2.633 -0.1398 -0.1987 -0.6031
H 2.324 0.217 -1.698 0.3609 0.4796 -0.4744
H 2.293 1.501 0.216 -0.9099 -1.3077 2.2353
H 3.711 3.655 -1.226 0.2052 0.1973 -0.0223
H 4.518 2.703 0.024 -1.1601 0.0888 0.2662
H 4.177 5.561 0.099 0.3443 0.1561 -0.2859
H 4.857 4.582 1.319 0.8336 -0.7465 0.9956
H 3.480 5.715 1.608 -0.3114 0.7724 1.6012
H 1.354 3.548 -1.567 0.0885 0.4590 -0.3916
H 0.763 2.019 -1.754 -0.0174 0.2640 -0.2334
C 1.512 2.277 3.157 0.5375 0.5846 -0.8711
C 1.189 3.598 3.879 -0.7001 -0.0677 0.5423
C 0.617 4.664 3.001 -0.9491 -0.5264 0.7865
O 0.907 5.927 3.599 -0.6512 0.1566 -0.8105
C 0.250 6.942 2.836 1.0904 -0.0538 0.4471
N 0.279 3.329 5.031 -0.2772 0.5610 -1.4407
H 2.592 2.253 2.893 -0.7117 -0.0848 0.0831
H 0.953 2.148 2.202 0.3573 0.2697 0.6982
H 1.282 1.405 3.752 -0.0003 -0.1470 0.3494
H 2.047 4.121 4.252 1.2498 -0.3279 0.2962
H -0.464 4.468 2.963 0.0022 0.4392 -0.2422
H 1.023 4.558 2.022 0.4513 0.3126 -0.9800
H 0.497 6.833 1.781 0.2354 0.1553 -0.1950
H 0.602 7.907 3.224 -0.2337 -0.2214 -0.1989
H -0.818 6.853 2.900 -0.7374 0.0343 0.2839
H 0.096 4.170 5.587 0.4623 -0.5341 -0.1281
H 0.781 2.626 5.519 -0.0155 -0.4843 1.3074
C 4.681 -1.399 3.076 1.0815 0.6482 1.4346
C 3.961 -2.205 2.059 -1.3833 0.1076 -0.2711
C 2.622 -2.742 2.713 0.7041 1.4942 0.2132
O 2.887 -3.553 3.860 -0.5298 0.8240 0.1362
C 2.966 -4.916 3.652 0.2568 -1.1889 -0.3707
N 3.800 -1.497 0.772 0.3986 -1.2949 0.0852
H 4.099 -0.642 3.640 -0.2387 -0.4933 -0.4277
H 5.494 -0.836 2.639 0.3797 0.0709 -0.3380
H 5.138 -2.063 3.836 -0.3287 0.3145 -0.2669
H 4.607 -3.032 1.779 -0.0145 -0.5744 0.2682
H 2.062 -3.239 1.917 -0.4663 -0.1539 0.3953
H 2.050 -1.866 3.171 0.5594 -0.9863 -1.1723
H 2.260 -5.215 2.808 0.6854 -0.0056 1.1375
H 2.686 -5.437 4.659 0.6722 0.6709 -1.9462
H 4.032 -5.136 3.299 -1.2142 -0.4405 0.6142
H 3.195 -2.075 0.182 0.1584 0.0549 0.0740
H 3.260 -0.671 0.822 -0.7622 0.9629 0.6477
C -0.875 -2.737 4.322 -1.8542 -0.7547 -0.8342
C -1.482 -1.330 4.271 -0.5742 -0.6822 0.1963
C -1.198 -0.416 5.418 0.2476 2.3903 0.7211
O -1.450 -0.848 6.724 -0.5477 -0.6177 0.5517
C -0.355 -1.531 7.281 0.4095 -0.4142 0.0276
N -1.018 -0.625 3.117 -0.3480 -0.3480 -2.2359
H 0.213 -2.743 4.334 -0.0164 -0.1431 0.2094
H -1.241 -3.241 3.377 0.7911 0.5154 0.7222
H -1.387 -3.334 5.100 0.7376 0.2075 0.1443
H -2.613 -1.458 4.176 1.2090 0.1581 0.2388
H -1.802 0.511 5.288 0.0134 -0.6045 -0.0461
H -0.167 0.033 5.402 -0.2532 -0.7739 -0.3285
H -0.657 -2.135 8.149 -0.2334 0.3693 -0.2041
H 0.404 -0.798 7.624 -0.0594 -0.3973 -0.2710
H 0.053 -2.244 6.543 0.2291 0.4172 0.4133
H -0.951 -1.360 2.357 0.2236 1.2418 0.3887
H -0.097 -0.207 3.217 -0.0037 -0.4591 0.1216
C -3.914 -2.240 0.200 0.1627 -0.1351 0.6140
C -3.727 -3.569 -0.491 0.7509 -0.0293 -1.5655
C -3.564 -3.400 -2.028 0.0408 -1.5923 0.9137
O -4.684 -2.725 -2.600 0.6105 0.1759 -0.0791
C -4.851 -2.809 -4.020 -0.9349 -0.0999 0.8301
N -2.536 -4.363 -0.040 -1.0911 0.4330 0.9340
H -4.676 -1.640 -0.318 0.3608 0.0713 0.1153
H -2.935 -1.737 0.339 -0.6337 -0.0123 -0.3042
H -4.306 -2.495 1.189 -0.0042 0.3397 0.2402
H -4.634 -4.172 -0.416 -0.0063 -0.1853 0.4816
H -3.585 -4.460 -2.368 0.3635 0.6157 -0.2880
H -2.555 -2.982 -2.154 -0.4576 0.3914 -0.6311
H -4.678 -1.809 -4.454 0.4812 -0.7181 -0.1891
H -5.948 -2.985 -4.137 0.7232 -0.1383 -0.2760
H -4.276 -3.647 -4.475 -0.2412 0.7444 0.2242
H -1.708 -3.756 0.069 -0.2543 0.1793 -0.5031
H -2.712 -4.525 0.964 -0.0075 -0.3483 -0.5035
C -3.578 2.886 -3.206 -0.1259 0.6330 1.2396
C -3.721 1.518 -2.553 -1.3691 0.0970 0.3004
C -4.474 0.570 -3.546 0.6136 0.3690 1.4888
O -5.673 1.224 -3.948 1.1195 -0.0095 0.3770
C -6.547 0.371 -4.583 -0.6589 -0.8496 -1.7799
N -2.446 1.054 -2.038 -0.1056 -0.3409 -0.1159
H -4.451 3.548 -3.178 -0.1861 -0.6101 0.0106
H -3.373 2.675 -4.218 0.6736 0.3402 -1.4264
H -2.800 3.481 -2.709 0.2062 -0.3502 -0.2995
H -4.404 1.605 -1.688 0.2181 -0.0402 -0.1497
H -4.722 -0.348 -2.961 0.3042 0.3021 -0.7238
H -3.809 0.391 -4.416 -0.3542 -0.2627 0.2002
H -7.057 -0.342 -3.904 0.0513 0.4907 -0.1228
H -6.091 -0.285 -5.402 -0.0878 0.8329 0.9405
H -7.231 1.047 -5.123 -0.2733 -0.5774 0.3898
H -1.738 0.973 -2.757 0.1980 0.1621 -0.3351
H -2.479 0.105 -1.661 -0.1467 0.1314 0.1685
C 5.969 -2.294 -1.433 -0.9688 -0.6876 -0.7840
C 5.046 -2.048 -2.693 0.9467 1.2348 0.0424
C 5.698 -2.595 -3.990 -1.2199 2.6412 -0.3119
O 5.048 -1.891 -5.106 0.9634 -0.7802 -0.4726
C 5.670 -2.286 -6.345 0.3819 0.9559 0.9947
N 3.734 -2.629 -2.664 0.3293 -0.8432 -0.7247
H 6.148 -3.380 -1.377 0.3756 0.1519 -0.1227
H 5.402 -2.076 -0.524 0.1814 0.4296 -0.2031
H 6.913 -1.736 -1.464 -0.2074 -0.1598 -0.0684
H 4.921 -0.924 -2.830 0.1944 -1.3034 0.0941
H 5.424 -3.638 -4.082 0.7700 -0.5257 0.0071
H 6.740 -2.246 -4.095 -0.0083 -1.0454 0.4789
H 6.776 -2.447 -6.212 -1.0150 -0.3995 -0.1284
H 5.598 -1.483 -7.057 -0.1527 0.7879 -0.1058
H 5.118 -3.074 -6.823 0.1390 -1.0529 0.0688
H 3.777 -3.621 -2.522 0.2175 -0.6216 -0.0419
H 3.058 -2.334 -2.014 -0.7967 1.1289 1.1494
C -0.824 -2.239 -3.863 0.0347 0.8386 -0.1195
C 0.370 -1.776 -4.715 0.4074 -0.7059 0.4669
C 0.997 -0.584 -3.990 -0.2754 -0.8235 0.0276
O 0.294 0.596 -4.023 -1.6187 2.2824 -0.0205
C 0.198 1.265 -5.273 1.2270 -2.2743 0.4578
N 1.417 -2.884 -4.866 -1.0995 1.0712 -1.1442
H -1.556 -1.406 -3.744 0.4434 -0.3854 -0.2652
H -0.487 -2.437 -2.867 0.2291 -0.3845 0.7233
H -1.351 -3.095 -4.251 -0.0432 -0.3590 -0.3413
H -0.129 -1.457 -5.631 0.8558 -0.2264 -0.6832
H 1.984 -0.345 -4.294 1.4230 -0.3114 -0.6341
H 1.002 -0.814 -2.943 0.3382 -0.5203 0.6189
H -0.165 2.218 -5.080 -0.7250 1.7867 0.2496
H -0.471 0.702 -5.896 -0.4497 -0.0331 -0.7018
H 1.182 1.316 -5.762 -0.0543 0.0561 0.0256
H 2.268 -2.614 -5.409 -1.1555 0.1761 0.7790
H 1.742 -3.075 -3.937 0.2657 -0.0659 0.4129
C -3.408 4.665 2.337 -0.3133 0.8773 -0.7627
C -3.597 3.196 2.637 -0.3159 0.4306 0.1128
C -4.342 2.546 1.487 0.9546 -1.0268 -0.2381
O -4.299 1.139 1.665 -1.0272 -0.6514 0.4964
C -5.382 0.442 2.312 -1.2003 1.2511 -0.2801
N -2.280 2.564 2.690 0.1200 -0.0893 0.5524
H -2.873 5.206 3.103 0.2589 -0.0092 0.4433
H -4.321 5.264 2.135 0.1598 -0.6758 0.2558
H -2.812 4.739 1.426 0.1502 0.0476 -0.0651
H -4.174 3.100 3.576 0.0905 -0.2021 -0.2007
H -3.707 2.663 0.580 -0.5476 0.3912 0.3214
H -5.347 2.915 1.296 -0.1822 0.1378 0.1402
H -6.382 0.615 1.764 1.3996 -0.1007 0.6366
H -5.590 0.657 3.421 0.7462 0.0043 -1.4095
H -5.106 -0.584 2.170 -0.0577 -0.5537 0.2186
H -1.744 2.916 3.493 -0.1943 -0.3416 -0.2603
H -2.364 1.544 2.795 0.0203 0.3572 0.1551
```
Positions in Å, forces in eV/Å.